This record from the OMol25 dataset describes a molecular structure, C45H42ClCsN7O9STe in a non-equilibrium geometry. The level of theory is wB97M-V/def2-TZVPD.

Positions of all 107 atoms, in Å:
Cs1 -0.12527 -0.26917 0.22796
C1 -0.41249 -2.75080 -4.70026
C2 -0.95911 -2.25653 -3.39339
N1 -0.57176 -2.65469 -2.24845
N2 0.47531 -3.54079 -2.22242
C3 0.80251 -4.16638 -1.05202
N3 2.08933 -4.58868 -1.02533
S1 -0.27997 -4.48625 0.16261
C4 -2.01142 -1.19896 -3.35617
C5 -3.21883 -1.31465 -4.03428
C6 -4.16574 -0.30894 -3.87771
C7 -3.86565 0.77941 -3.07013
C8 -2.61593 0.81252 -2.46930
N4 -1.70751 -0.14230 -2.60684
H1 -0.35845 -3.84159 -4.69632
H2 0.59994 -2.36279 -4.85408
H3 -1.02625 -2.41404 -5.53255
H4 1.25592 -3.32044 -2.83013
H5 2.76884 -3.98233 -1.46997
H6 2.35975 -5.00806 -0.15206
H7 -3.42847 -2.19176 -4.63352
H8 -5.12716 -0.38500 -4.36996
H9 -4.57314 1.58180 -2.91012
H10 -2.33763 1.65042 -1.83368
O1 3.00913 -2.17348 -2.28348
C9 4.07760 -1.59291 -2.14866
C10 4.32071 -0.23701 -1.71391
C11 5.64030 0.19789 -1.83575
C12 6.00525 1.49539 -1.56279
C13 5.03062 2.42665 -1.11717
C14 3.74161 2.03782 -0.96883
C15 3.28404 0.68435 -1.26967
O2 2.07297 0.41699 -1.15278
N5 7.35433 1.93136 -1.83352
O3 7.63867 3.09317 -1.59134
O4 8.14401 1.12867 -2.30218
H11 5.00783 -2.13309 -2.42338
H12 6.39961 -0.48793 -2.19483
H13 5.34418 3.44534 -0.92787
H14 2.97363 2.73984 -0.66124
O5 7.36866 0.66492 1.74706
C16 6.95177 -0.24338 2.64404
O6 7.73821 -0.73854 3.40732
C17 5.48611 -0.52488 2.69071
C18 5.08167 -1.71471 3.28650
C19 3.73819 -2.01525 3.40761
C20 2.77791 -1.11403 2.94959
C21 3.17562 0.07258 2.33416
C22 4.52177 0.36199 2.20762
N6 1.41241 -1.37401 3.05000
C23 0.86611 -1.64434 4.14913
C24 -0.59697 -1.82753 4.27052
C25 -1.15016 -2.12765 5.50903
C26 -2.53216 -2.21256 5.61465
C27 -3.30136 -1.98109 4.48920
C28 -2.65298 -1.69340 3.28928
N7 -1.33556 -1.62876 3.18001
H15 6.65922 0.88443 1.11860
H16 5.83974 -2.39030 3.66033
H17 3.41762 -2.95073 3.85050
H18 2.41135 0.76408 1.98944
H19 4.80766 1.30640 1.75903
H20 1.43974 -1.69460 5.08430
H21 -0.51479 -2.28086 6.37310
H22 -2.99612 -2.44226 6.56588
H23 -4.38235 -2.01257 4.53428
H24 -3.20724 -1.49325 2.37727
Cl1 -5.75297 4.01817 4.33917
C29 -4.76885 3.04529 3.26298
C30 -5.29844 2.63763 2.02435
C31 -4.55343 1.86482 1.18101
C32 -3.22137 1.40816 1.51158
O7 -2.59637 0.62050 0.75402
C33 -2.69179 1.92158 2.75100
C34 -1.30855 1.74898 3.14088
O8 -0.39179 1.28109 2.48379
C35 -3.49437 2.70101 3.60656
H25 -6.30170 2.94246 1.75119
H26 -4.95225 1.53363 0.22878
H27 -1.08955 2.14626 4.15730
H28 -3.07080 3.04474 4.54523
C36 -5.16103 -1.63257 0.02598
Te1 -3.33594 -2.71594 -0.29167
C37 -3.94952 -4.33905 0.96279
H29 -5.19757 -1.23042 1.03936
H30 -6.03833 -2.24799 -0.16660
H31 -5.14335 -0.79479 -0.67186
H32 -4.53695 -5.05530 0.39253
H33 -4.53708 -3.95275 1.79592
H34 -3.05024 -4.81980 1.34230
C38 -1.42240 3.87196 0.08525
C39 -0.23299 3.85849 -0.83993
O9 0.89550 3.99324 -0.41877
C40 -0.49305 3.68861 -2.30451
C41 0.37929 2.89809 -3.04611
C42 0.14463 2.69815 -4.39899
C43 -0.94164 3.30153 -5.01540
C44 -1.80899 4.09893 -4.27668
C45 -1.59438 4.27930 -2.91925
H35 -1.38989 2.93717 0.64515
H36 -2.38207 3.93724 -0.42040
H37 -1.30702 4.67237 0.81915
H38 1.20716 2.41117 -2.54215
H39 0.80978 2.05870 -4.96677
H40 -1.12353 3.14422 -6.07205
H41 -2.65543 4.57257 -4.75906
H42 -2.27811 4.88986 -2.33970

## Properties
E_LUMO	1.729	eV
E_HOMO	-5.025	eV
E	-107404.709	eV
relative energy (zero: lowest compared OMol25 entry of this formula, charge and spin)	0.000	eV
charge	-1
molecular weight	1152.9	g mol⁻¹

=====

This record from the OMol25 dataset describes 2 unconnected molecules or ions with the total composition C3H6NO in a non-equilibrium geometry. The level of theory is wB97M-V/def2-TZVPD.

Positions of all 11 atoms, in Å:
C1 1.74519 -0.28326 -0.45244
C2 -2.24985 0.86612 0.59845
C3 2.97746 -0.55151 -0.37358
N1 -1.89227 -0.28036 0.15847
O1 0.60811 0.02438 -0.66834
H1 -3.25355 1.26187 0.90290
H2 -1.46585 1.54497 0.75766
H3 3.32895 -1.27333 0.30192
H4 3.61935 0.05414 -0.97400
H5 -2.55852 -1.06537 -0.17301
H6 -0.85903 -0.29765 -0.07803

## Properties
E_LUMO	-5.230	eV
E_HOMO	-13.663	eV
E	-6736.897	eV
relative energy (zero: lowest compared OMol25 entry of this formula, charge and spin)	1.080	eV
charge	+1
molecular weight	72.1	g mol⁻¹

=====

This record from the OMol25 dataset describes 2 unconnected molecules or ions with the total composition C7H11NO2 in a non-equilibrium geometry. The level of theory is wB97M-V/def2-TZVPD.

Positions of all 21 atoms, in Å:
C1 0.45890 -1.59153 2.43880
C2 -0.92646 -2.15998 2.21606
N1 -1.67677 -1.35706 1.29143
O1 -1.90064 -0.04266 1.70979
C3 -1.70414 -1.49912 -0.04486
O2 -2.09364 -0.58626 -0.76029
H1 0.98736 -1.44994 1.49431
H2 1.06084 -2.26129 3.07156
H3 0.37874 -0.64849 2.96603
H4 -0.86703 -3.17859 1.77979
H5 -1.50373 -2.26129 3.15353
H6 -2.18317 0.36984 0.86192
H7 -1.34868 -2.47339 -0.42049
C4 1.36426 0.58404 -1.11601
C5 1.63710 1.60900 -1.69521
C6 2.07025 2.87839 -2.32398
C7 3.27009 3.00904 -2.90147
H8 1.16345 -0.35246 -0.64924
H9 1.38996 3.71696 -2.15883
H10 3.69774 3.97444 -3.18336
H11 3.89615 2.11610 -2.99106

## Properties
structure (SMILES)	CCN(O)C=O.C#CC=C
E_LUMO	0.822	eV
E_HOMO	-9.235	eV
E	-13018.211	eV
relative energy (zero: lowest compared OMol25 entry of this formula, charge and spin)	5.071	eV
molecular weight	141.2	g mol⁻¹

=====

This record from the OMol25 dataset describes a molecular structure, C23H21Br4HgN3O3Sb in a non-equilibrium geometry. The level of theory is wB97M-V/def2-TZVPD.

Positions of all 56 atoms, in Å:
Hg1 -0.60114 0.78358 -0.47120
C1 3.80359 0.54638 -1.40622
C2 2.33126 0.52959 -1.49734
N1 1.65334 0.88581 -0.44375
N2 2.25845 1.31762 0.60336
C3 1.47883 1.51169 1.67554
O1 0.24237 1.66862 1.66889
C4 2.10466 1.82137 2.94663
C5 1.32955 2.30573 4.01075
C6 1.84430 2.51040 5.32339
C7 3.20442 2.37246 5.50168
C8 4.03742 1.96895 4.45663
C9 3.48197 1.63383 3.26307
C10 1.59718 0.07628 -2.65355
C11 2.07756 -0.93546 -3.53498
C12 1.33322 -1.41546 -4.56855
C13 0.11847 -0.78281 -4.83199
C14 -0.32727 0.23673 -3.97186
N3 0.38045 0.68320 -2.91741
H1 4.16560 1.28991 -0.66550
H2 4.19234 -0.48076 -1.13383
H3 4.17401 0.81381 -2.42918
H4 0.29632 2.61013 3.81003
H5 1.12837 2.75316 6.19211
H6 3.72473 2.72087 6.39181
H7 5.08061 1.89501 4.59338
H8 4.12214 1.18569 2.52738
H9 3.08143 -1.29156 -3.50820
H10 1.68634 -2.19593 -5.19903
H11 -0.46126 -0.87526 -5.74524
H12 -1.30607 0.75573 -4.23978
Br1 -6.93315 2.61193 -3.20341
C15 -5.45249 1.60117 -2.61282
C16 -5.44920 0.14844 -2.49013
Br2 -6.72007 -0.71925 -3.60378
C17 -4.57083 -0.54719 -1.71551
Br3 -4.78478 -2.40523 -1.38542
C18 -3.38741 0.12765 -1.18638
O2 -2.46376 -0.46905 -0.54710
C19 -3.26223 1.55621 -1.57596
O3 -2.20167 2.21710 -1.23888
C20 -4.38889 2.28399 -2.14431
Br4 -4.15813 4.15676 -2.24721
C21 -2.06228 -1.84465 2.19782
Sb1 -0.03286 -1.92912 1.49251
C22 0.68623 -3.61815 2.65694
C23 -0.55151 -3.12095 -0.18332
H13 -2.36027 -2.83456 2.57722
H14 -2.60264 -1.55155 1.30474
H15 -2.10566 -1.10773 2.98892
H16 1.65506 -3.92765 2.36535
H17 -0.03946 -4.45518 2.49881
H18 0.75500 -3.29199 3.71204
H19 -0.76963 -4.17832 0.11690
H20 0.31501 -3.06244 -0.86446
H21 -1.34756 -2.53953 -0.65958

## Properties
2S+1	2
E_LUMO (alpha / beta)	4.153 / 4.153	eV
E_HOMO (alpha / beta)	0.602 / -1.299	eV
E	-325684.623	eV
relative energy (zero: lowest compared OMol25 entry of this formula, charge and spin)	0.000	eV
charge	-2
molecular weight	1029.4	g mol⁻¹